Below is a molecular structure, C13H38Na4O10V, with properties calculated with the ωB97M-V functional and the def2-TZVPD basis.

Calculated values
* strongest force on any atom: 0.114 hartree/bohr
* multiplicity: 5
* E_HOMO (alpha / beta): -15.9 / -15.9 eV
* LUMO level (alpha / beta): -0.431 / -0.444 Ha
* charge: +3
* orbital gap (alpha / beta): 4.157 / 3.793 eV

CARTESIAN COORDINATES (ANGSTROEM)
1 Na 2.023 -1.892 1.425
2 Na -3.475 -0.531 -2.949
3 Na -1.565 -4.298 -2.016
4 Na -0.706 -2.182 -4.703
5 V 1.341 -2.199 -2.445
6 O -1.000 -1.623 -2.211
7 C -1.055 -1.218 -0.900
8 C 0.125 -0.179 -0.542
9 O 1.426 -0.487 -0.959
10 H -0.913 -2.108 -0.286
11 H -1.999 -0.800 -0.551
12 H 0.143 -0.123 0.547
13 H -0.301 0.775 -0.852
14 O 3.047 -5.895 0.926
15 C 1.668 -5.601 1.167
16 C 0.804 -4.650 0.233
17 O 1.394 -3.570 -0.452
18 H 1.290 -5.340 2.155
19 H 1.335 -6.638 1.209
20 H -0.056 -4.280 0.790
21 H 0.350 -5.252 -0.554
22 O -0.739 2.977 1.686
23 H -0.824 3.506 0.893
24 H 0.102 2.530 1.587
25 O -4.595 1.086 -0.990
26 H -5.530 1.139 -0.792
27 H -4.207 0.690 -0.210
28 O 2.204 1.635 -2.884
29 H 2.340 0.891 -3.470
30 H 1.782 1.259 -2.112
31 C -1.379 2.879 -4.298
32 C -2.198 2.523 -3.018
33 C -2.591 3.850 -2.234
34 O -3.489 1.922 -3.344
35 H -2.033 3.141 -5.130
36 H -0.806 2.029 -4.668
37 H -0.757 3.772 -4.244
38 H -1.625 1.816 -2.417
39 H -3.563 4.234 -2.545
40 H -1.928 4.693 -2.427
41 H -2.632 3.714 -1.153
42 H -3.984 1.968 -2.524
43 C 4.836 2.163 1.688
44 C 3.323 2.068 1.289
45 C 2.907 2.811 0.103
46 O 3.188 0.670 1.200
47 H 5.281 1.421 2.352
48 H 5.024 3.109 2.195
49 H 5.360 1.934 0.760
50 H 2.887 2.408 2.228
51 H 1.883 2.748 -0.266
52 H 3.570 2.569 -0.726
53 H 2.880 3.898 0.184
54 H 2.481 0.444 0.591
55 C -1.718 -0.667 3.905
56 C -0.625 -1.711 3.845
57 C -0.985 -2.964 3.129
58 O 0.589 -1.219 3.395
59 H -2.393 -0.577 4.755
60 H -2.339 -0.555 3.016
61 H -1.173 0.275 3.968
62 H -0.358 -1.920 4.880
63 H -0.938 -2.525 2.133
64 H -2.006 -3.195 3.433
65 H -0.325 -3.831 3.159
66 H 1.226 -1.518 4.048

Mulliken atomic charge list, values in e, 6 entries: 0.72 0.87 0.89 0.93 0.82 -0.68

=====

Below is a gas-phase ion, C13H20NO (charge +1), with properties calculated with the ωB97M-V functional and the def2-TZVPD basis.

Calculated values
* strongest force on any atom: 0.083 hartree/bohr
* E_HOMO: -10.1 eV
* LUMO level: -0.126 Ha
* SMILES: C/C(CCOC=[N+](C)C)=C1\C=CC=CC1
* energy relative to the best compared isomer or geometry (same formula, charge and spin): 86.2 kcal per mole
* charge: +1
* orbital gap: 6.643 eV

CARTESIAN COORDINATES (ANGSTROEM)
1 C -4.953 -0.346 0.727
2 C -4.374 -1.310 -0.007
3 C -4.332 0.838 1.085
4 C -3.049 -1.088 -0.656
5 C -3.059 1.084 0.710
6 C -2.312 0.175 -0.148
7 C -0.254 -0.199 -1.609
8 C 0.854 -1.242 -1.091
9 C 3.036 -0.652 -0.379
10 C -1.105 0.544 -0.583
11 C -0.548 1.890 -0.018
12 C 5.290 -0.377 0.266
13 C 3.376 0.686 1.579
14 N 3.907 -0.205 0.487
15 O 1.785 -0.624 -0.158
16 H -5.897 -0.552 1.215
17 H -4.943 -2.169 -0.169
18 H -4.937 1.604 1.658
19 H -2.462 -1.952 -0.410
20 H -2.712 2.011 1.199
21 H 0.236 0.643 -2.225
22 H -0.854 -0.755 -2.433
23 H 0.196 -1.971 -0.559
24 H 1.397 -1.834 -1.855
25 H 3.418 -1.283 -1.269
26 H 0.013 1.716 0.867
27 H -1.400 2.564 0.144
28 H 0.167 2.333 -0.796
29 H 5.716 0.696 0.328
30 H 5.821 -0.871 1.119
31 H 5.417 -0.902 -0.631
32 H 3.908 1.601 1.549
33 H 2.297 0.943 1.369
34 H 3.453 0.076 2.448
35 H -3.096 -1.074 -1.755

Mulliken atomic charge list, values in e, 6 entries: -0.35 -0.84 -0.54 -0.32 -0.70 0.91

=====

Below is a molecular structure, C12H17Cl2NSY, with properties calculated with the ωB97M-V functional and the def2-TZVPD basis.

Calculated values
* strongest force on any atom: 0.075 hartree/bohr
* E_HOMO: -2.4 eV
* LUMO level: 0.066 Ha
* energy relative to the best compared isomer or geometry (same formula, charge and spin): 0.0 kcal per mole
* charge: -1
* orbital gap: 4.167 eV

CARTESIAN COORDINATES (ANGSTROEM)
1 Y 0.986 -0.934 0.158
2 Cl 0.739 -3.265 -0.724
3 Cl 1.886 1.296 0.994
4 C 2.377 -0.522 -1.476
5 H 3.053 0.334 -1.362
6 H 2.797 -1.368 -2.028
7 C -0.176 0.208 -1.494
8 C 1.041 -0.027 -2.239
9 H -0.009 0.947 -0.676
10 C 0.866 -0.898 -3.521
11 H 1.303 0.973 -2.623
12 C -0.305 -0.397 -4.344
13 H 1.795 -0.857 -4.104
14 H 0.698 -1.930 -3.197
15 C -1.592 -0.365 -3.519
16 H -0.074 0.608 -4.719
17 H -0.430 -1.032 -5.224
18 C -1.419 0.495 -2.260
19 H -2.424 0.019 -4.123
20 H -1.852 -1.394 -3.235
21 H -1.355 1.547 -2.584
22 H -2.320 0.445 -1.631
23 S 0.260 -1.897 2.787
24 C -0.084 -0.504 3.685
25 N -1.358 -0.411 4.216
26 C -1.743 0.582 5.075
27 C -0.859 1.600 5.380
28 C 0.420 1.589 4.791
29 C 0.806 0.527 3.987
30 H -2.003 -1.168 3.999
31 H -2.751 0.497 5.472
32 H -1.158 2.389 6.065
33 H 1.107 2.411 4.974
34 H 1.779 0.501 3.498

Mulliken atomic charge list, values in e, 6 entries: 0.79 -0.61 -0.61 -1.47 0.30 0.36

=====

Below is 2 unconnected molecules or ions with the total composition C3H5NO, with properties calculated with the ωB97M-V functional and the def2-TZVPD basis.

Calculated values
* strongest force on any atom: 0.062 hartree/bohr
* E_HOMO (alpha / beta): -8.4 / -9.8 eV
* LUMO level (alpha / beta): -0.028 / -0.022 Ha
* energy relative to the best compared isomer or geometry (same formula, charge and spin): 104.9 kcal per mole
* orbital gap (alpha / beta): 7.622 / 9.181 eV

CARTESIAN COORDINATES (ANGSTROEM)
1 C 0.823 -1.259 -0.070
2 C -1.129 0.280 0.445
3 C 0.153 -0.040 -0.255
4 N 1.439 -2.226 0.151
5 O 0.283 0.741 -1.280
6 H -1.438 -0.527 1.192
7 H -1.130 1.347 0.675
8 H -1.945 0.283 -0.270
9 H 1.737 0.649 1.010
10 H 1.208 0.753 -1.599

Mulliken atomic charge list, values in e, 6 entries: 0.41 -1.10 0.16 -0.38 -0.44 0.32

=====

Below is a single C16H17N3O3S molecule, with properties calculated with the ωB97M-V functional and the def2-TZVPD basis.

Calculated values
* strongest force on any atom: 0.018 hartree/bohr
* E_HOMO: -8.0 eV
* LUMO level: -0.013 Ha
* SMILES: CCOCCCNC(=O)c1cc2c(=O)n3ccccc3nc2s1
* energy relative to the best compared isomer or geometry (same formula, charge and spin): 17.1 kcal per mole
* orbital gap: 7.676 eV

CARTESIAN COORDINATES (ANGSTROEM)
1 C -5.892 -2.600 -0.201
2 C -5.230 -1.975 1.026
3 O -5.096 -0.574 0.959
4 C -4.138 -0.108 0.037
5 C -3.957 1.391 0.266
6 H -4.944 1.854 0.245
7 H -3.532 1.554 1.257
8 C -3.071 2.052 -0.791
9 N -1.698 1.612 -0.720
10 C -0.707 2.417 -0.265
11 O -0.879 3.581 0.042
12 C 0.625 1.792 -0.184
13 C 1.050 0.522 -0.441
14 C 2.437 0.363 -0.220
15 C 3.049 1.547 0.212
16 N 4.346 1.671 0.490
17 C 5.095 0.607 0.349
18 C 6.484 0.696 0.635
19 C 7.299 -0.382 0.503
20 C 6.756 -1.616 0.073
21 C 5.432 -1.695 -0.199
22 N 4.602 -0.621 -0.071
23 C 3.215 -0.824 -0.387
24 O 2.834 -1.918 -0.749
25 H 4.937 -2.597 -0.531
26 H 7.384 -2.484 -0.039
27 H 8.353 -0.309 0.721
28 H 6.839 1.660 0.958
29 S 1.917 2.844 0.344
30 H 0.435 -0.294 -0.776
31 H -1.502 0.647 -0.921
32 H -3.052 3.132 -0.630
33 H -3.464 1.845 -1.792
34 H -4.472 -0.286 -0.997
35 H -3.188 -0.647 0.190
36 H -4.245 -2.439 1.194
37 H -5.852 -2.148 1.908
38 H -6.097 -3.649 -0.005
39 H -5.247 -2.533 -1.074
40 H -6.828 -2.091 -0.415

Mulliken atomic charge list, values in e, 6 entries: -1.12 -0.23 -0.36 -0.44 -0.42 0.31

=====

Below is a molecular structure, C27H47N6O4SZr, with properties calculated with the ωB97M-V functional and the def2-TZVPD basis.

Calculated values
* strongest force on any atom: 0.043 hartree/bohr
* E_HOMO: -16.1 eV
* LUMO level: -0.331 Ha
* energy relative to the best compared isomer or geometry (same formula, charge and spin): 0.0 kcal per mole
* charge: +3
* orbital gap: 7.136 eV

CARTESIAN COORDINATES (ANGSTROEM)
1 Zr -1.021 0.389 0.088
2 C 3.815 -1.640 3.041
3 C 2.577 -2.036 2.235
4 C 1.639 -2.838 3.151
5 C 0.496 -3.659 2.511
6 C 0.917 -5.116 2.365
7 C -0.756 -3.581 3.378
8 N 0.107 -3.011 1.167
9 C 0.145 -3.819 -0.080
10 C 0.838 -3.120 -1.248
11 N 0.208 -1.864 -1.704
12 C -1.150 -2.144 -2.249
13 C -1.867 -1.218 -1.310
14 O -1.987 0.003 -1.618
15 O -1.940 -1.495 -0.074
16 C 1.097 -1.136 -2.669
17 C 1.485 -1.948 -3.911
18 C 0.492 0.213 -3.107
19 C 0.865 1.459 -2.263
20 C -0.248 2.515 -2.384
21 C 2.165 2.071 -2.797
22 N 0.901 1.141 -0.772
23 C 2.241 1.024 -0.109
24 C 2.670 -0.313 0.508
25 N 1.868 -0.864 1.617
26 C 1.472 0.152 2.613
27 C 0.111 0.561 2.112
28 O -0.128 1.662 1.549
29 O -0.767 -0.349 1.970
30 H 4.387 -2.527 3.295
31 H 3.557 -1.135 3.968
32 H 4.485 -0.997 2.479
33 H 2.898 -2.663 1.393
34 H 1.211 -2.174 3.904
35 H 2.273 -3.535 3.700
36 H 1.072 -5.517 3.364
37 H 1.852 -5.232 1.822
38 H 0.145 -5.730 1.910
39 H -0.526 -3.915 4.386
40 H -1.538 -4.234 2.995
41 H -1.136 -2.560 3.437
42 H -0.851 -2.638 1.281
43 H 0.716 -2.164 1.078
44 H -0.878 -4.096 -0.333
45 H 0.702 -4.741 0.097
46 H 0.864 -3.856 -2.062
47 H 1.871 -2.902 -0.972
48 H -1.443 -3.188 -2.141
49 H -1.271 -1.846 -3.291
50 H 2.026 -0.939 -2.122
51 H 0.637 -2.171 -4.550
52 H 1.975 -2.882 -3.655
53 H 2.192 -1.371 -4.501
54 H -0.593 0.147 -3.181
55 H 0.848 0.404 -4.121
56 H -0.383 2.814 -3.423
57 H 0.034 3.417 -1.833
58 H -1.222 2.141 -2.023
59 H 1.966 2.514 -3.770
60 H 2.946 1.329 -2.948
61 H 2.536 2.877 -2.169
62 H 0.543 2.022 -0.376
63 H 2.308 1.798 0.663
64 H 3.022 1.251 -0.838
65 H 3.698 -0.128 0.850
66 H 2.729 -1.091 -0.257
67 H 2.156 1.004 2.690
68 H 1.369 -0.303 3.600
69 N -2.911 2.570 2.847
70 C -3.124 3.015 1.605
71 S -3.007 1.930 0.264
72 N -3.484 4.260 1.373
73 C -3.617 4.831 0.064
74 C -2.496 4.937 -0.749
75 C -2.611 5.511 -2.003
76 C -3.845 5.957 -2.448
77 C -4.963 5.838 -1.637
78 C -4.854 5.282 -0.373
79 H -2.853 1.578 3.037
80 H -3.054 3.174 3.646
81 H -3.765 4.860 2.144
82 H -1.535 4.616 -0.369
83 H -1.734 5.623 -2.622
84 H -3.927 6.418 -3.418
85 H -5.926 6.178 -1.986
86 H -5.718 5.201 0.268

Mulliken atomic charge list, values in e, 6 entries: 0.05 -1.44 0.11 -1.35 1.81 -2.27